Model one:
DFT (wB97M-V/def2-TZVPD) results for an isolated ion of composition C5H9N2 and charge +1.

Atoms and positions in Å:
C1 1.629 0.376 -2.116
C2 0.639 1.097 -1.170
C3 0.046 0.269 -0.111
C4 0.407 -0.961 0.468
N1 -0.525 -1.334 1.292
C5 -1.457 -0.296 1.504
N2 -1.083 0.640 0.577
H1 1.195 -0.124 -2.940
H2 2.272 -0.384 -1.615
H3 2.263 1.232 -2.391
H4 -0.291 1.465 -1.739
H5 0.939 1.865 -0.564
H6 1.483 -1.236 0.323
H7 -0.409 -2.144 1.861
H8 -2.349 -0.244 2.169
H9 -1.435 1.519 0.370

Its spin multiplicity is 1. The value obtained for the HOMO-LUMO gap is 10.0608 eV. Its total charge is +1. The molecular weight is 97.14 g mol⁻¹. Its SMILES is CCc1c[nH]c[nH+]1.



Model two:
DFT (wB97M-V/def2-TZVPD) results for a 2-piece molecular cluster, C5H9N2 overall.

Atoms and positions in Å:
C1 -3.213 -0.404 -0.040
C2 1.810 -0.540 -0.190
C3 1.769 1.047 -0.015
C4 0.317 -0.936 0.108
C5 0.298 1.334 -0.039
N1 -0.407 0.289 0.026
N2 -2.698 0.670 0.004
H1 -2.817 -1.408 -0.458
H2 -4.284 -0.722 0.351
H3 2.124 -0.786 -1.100
H4 2.282 -1.073 0.664
H5 2.297 1.416 0.994
H6 2.274 1.519 -0.737
H7 0.096 -1.557 -0.731
H8 0.060 -1.255 1.162
H9 0.091 2.408 0.000

Its spin multiplicity is 1. The value obtained for the HOMO-LUMO gap (alpha / beta) is 7.1776 / 8.8978 eV. Its total charge is +1. The molecular weight is 97.14 g mol⁻¹.



Energies relative to the most stable structure, in hartree: model one 0.0000; model two 0.1837.



Model one:
DFT (wB97M-V/def2-TZVPD) results for C5H9N2 as an isolated structure.

Atoms and positions in Å:
C1 0.126 1.633 1.187
C2 1.665 0.237 0.595
C3 -0.611 -0.700 -1.590
C4 -1.049 -1.654 -0.500
C5 0.117 0.108 0.818
N1 1.210 1.634 0.257
N2 -0.854 -0.192 -0.238
H1 -0.781 2.250 1.028
H2 0.510 1.618 2.250
H3 2.261 0.196 1.632
H4 2.323 -0.265 -0.131
H5 0.326 -0.632 -1.936
H6 -1.280 -0.543 -2.493
H7 -2.100 -1.895 -0.611
H8 -0.274 -2.305 -0.133
H9 -1.589 0.508 -0.137

Its spin multiplicity is 1. The value obtained for the HOMO-LUMO gap (alpha / beta) is 8.6896 / 8.5531 eV. Its total charge is +1. The molecular weight is 97.14 g mol⁻¹.



Model two:
DFT (wB97M-V/def2-TZVPD) results for an isolated ion of composition C5H9N2 and charge +1.

Atoms and positions in Å:
C1 2.063 -0.751 -0.074
C2 0.295 1.093 0.147
C3 0.655 -1.361 0.150
C4 -0.342 -0.199 0.356
C5 -1.631 -0.342 -0.369
N1 2.265 0.429 -0.256
N2 -0.036 2.270 -0.048
H1 2.879 -1.469 -0.250
H2 0.490 -1.994 -0.773
H3 0.451 -1.902 1.117
H4 -0.637 -0.142 1.505
H5 -1.648 -0.013 -1.338
H6 -2.478 0.142 0.243
H7 -1.867 -1.346 -0.318
H8 -1.079 2.504 -0.025
H9 0.620 3.081 -0.068

Its spin multiplicity is 1. The value obtained for the HOMO-LUMO gap is 9.4700 eV. Its total charge is +1. The molecular weight is 97.14 g mol⁻¹.



Energies relative to the most stable structure, in hartree: model one 0.0960; model two 0.0000.